This record from OMol25 describes a 4-piece molecular cluster, C16H20N4 overall in a non-equilibrium geometry. The level of theory is wB97M-V/def2-TZVPD.

Geometry (Å):
C 7.880 37.189 8.879
C 8.949 37.686 9.849
C 8.610 37.230 11.186
N 7.543 36.273 11.008
C 7.024 36.244 9.668
H 7.744 37.435 7.757
H 9.940 38.336 9.415
H 9.081 37.330 12.114
H 7.155 35.751 11.683
H 6.264 35.471 9.511
C 3.796 31.859 10.243
C 4.447 32.907 9.346
C 5.190 31.952 8.327
N 4.927 30.601 8.613
C 4.097 30.402 9.622
H 3.136 31.959 11.043
H 4.211 33.910 9.205
H 5.683 32.128 7.423
H 5.412 29.898 7.886
H 3.851 29.643 9.968
C 9.279 40.741 7.650
C 9.393 40.714 6.208
C 9.031 42.023 5.599
N 8.817 42.853 6.730
C 8.839 42.175 7.949
H 9.568 39.908 8.379
H 9.675 39.736 5.684
H 8.767 42.462 4.657
H 8.354 43.607 6.853
H 8.409 42.515 8.853
C 7.567 33.614 13.455
C 6.490 33.165 12.416
C 5.499 34.285 12.343
N 5.935 35.230 13.182
C 7.016 34.950 13.949
H 8.358 33.024 13.798
H 6.367 32.106 11.860
H 4.494 34.335 11.942
H 5.511 36.190 13.244
H 7.317 35.747 14.705

The LUMO energy comes out at 0.8 eV. As for the SMILES: c1cc[nH]c1.c1cc[nH]c1.c1cc[nH]c1.c1cc[nH]c1. For the frontier orbital gap, the calculation gives 0.313 Ha. The highest occupied orbital energy comes out at -7.7 eV.


This record from OMol25 describes C16H20N4O3Zr as an isolated structure in a non-equilibrium geometry. The level of theory is wB97M-V/def2-TZVPD.

Geometry (Å):
N -2.422 1.243 -0.169
C -3.302 1.250 0.590
C -4.411 1.388 1.482
H -4.571 0.443 2.025
H -5.316 1.625 0.902
H -4.212 2.198 2.197
N 0.736 1.721 -1.768
C 1.359 2.645 -2.095
C 2.084 3.795 -2.521
H 1.509 4.339 -3.288
H 3.049 3.479 -2.949
H 2.269 4.465 -1.667
N 4.178 -0.927 0.196
C 3.790 -1.937 0.628
C 3.329 -3.208 1.150
H 3.989 -3.549 1.961
H 3.329 -3.966 0.353
H 2.308 -3.105 1.544
Zr -0.600 -0.057 -1.033
C 2.679 1.472 0.665
O 3.139 2.360 0.119
C -0.207 3.005 1.045
O -0.653 3.304 2.060
C -2.304 -0.754 -2.260
C -2.033 -1.732 -1.274
C -0.727 -2.260 -1.137
C 0.319 -1.800 -1.976
C 0.024 -0.878 -3.011
C -1.286 -0.368 -3.162
H -3.296 -0.314 -2.339
H -2.834 -2.085 -0.623
H -0.536 -3.031 -0.391
H 1.335 -2.173 -1.845
H 0.818 -0.559 -3.685
H -1.522 0.353 -3.946
C -1.017 -1.015 3.012
C 0.123 -0.629 2.150
N 1.332 -0.453 2.676
O -0.029 -0.431 0.901
H -0.653 -1.349 3.995
H -1.588 -1.829 2.547
H -1.683 -0.150 3.158
H 2.064 -0.026 2.097
H 1.443 -0.501 3.683

The LUMO energy comes out at -17.2 eV. For the frontier orbital gap, the calculation gives 0.177 Ha. The highest occupied orbital energy comes out at -22.0 eV. As for the charge: +4.


This record from OMol25 describes C16H20N6O3PdS3 as an isolated structure in a non-equilibrium geometry. The level of theory is wB97M-V/def2-TZVPD.

Geometry (Å):
Pd 10.658 10.088 6.851
N 7.191 7.692 8.065
C 8.122 8.669 7.855
S 9.708 8.461 8.440
N 7.709 9.709 7.184
N 8.625 10.659 6.974
C 8.308 11.828 6.594
C 9.434 12.679 6.043
C 9.190 13.744 5.194
C 10.311 14.400 4.656
C 11.618 13.920 4.807
C 11.754 12.769 5.598
N 10.695 12.206 6.253
H 7.504 6.766 8.204
H 6.383 7.637 7.417
H 7.322 12.133 6.515
H 8.191 14.088 5.038
H 10.053 15.248 4.083
H 12.501 14.295 4.316
H 12.711 12.299 5.757
C 10.569 5.536 6.981
N 9.973 6.044 5.777
C 8.636 6.010 5.530
N 7.975 5.130 6.416
S 7.870 6.841 4.346
H 11.594 5.862 7.103
H 10.545 4.399 6.881
H 9.981 5.763 7.888
H 10.470 6.842 5.278
H 8.585 4.385 6.695
H 7.057 4.811 6.087
C 18.788 6.914 6.447
C 17.413 7.495 6.270
C 16.582 7.022 5.313
C 15.291 7.481 5.178
C 14.827 8.510 5.976
C 15.731 9.089 6.903
C 17.000 8.553 7.072
S 13.183 8.971 5.714
O 13.264 10.081 4.764
O 12.360 7.866 5.262
O 12.666 9.438 7.015
H 18.699 5.864 6.602
H 19.271 7.438 7.294
H 19.387 7.166 5.530
H 17.025 6.238 4.669
H 14.629 7.032 4.486
H 15.381 9.907 7.573
H 17.655 9.001 7.824

The LUMO energy (spin up / spin down) comes out at -0.8 / -2.3 eV. For the frontier orbital gap (spin up / spin down), the calculation gives 0.268 / 0.211 Ha. The highest occupied orbital energy (spin up / spin down) comes out at -8.1 / -8.1 eV. As for the spin multiplicity: 3.


This record from OMol25 describes a 2-piece molecular cluster, C16H20N6O4S overall in a non-equilibrium geometry. The level of theory is wB97M-V/def2-TZVPD.

Geometry (Å):
C 0.891 -0.561 4.333
C 1.505 0.842 4.233
O 0.623 1.845 4.002
C 0.093 1.911 2.585
C 0.317 1.164 1.379
C -0.030 1.306 0.126
C -0.877 2.326 -0.095
C -1.521 3.005 1.172
C -0.932 2.775 2.405
O -1.195 3.610 3.521
C -2.131 4.360 3.590
C -1.884 5.618 2.718
O -2.800 6.580 2.044
N -0.447 6.002 2.767
H -0.265 6.794 2.195
H 0.262 5.372 3.049
H -2.394 4.926 4.384
H -3.050 4.110 2.965
H -2.202 3.848 1.161
H -1.341 2.439 -0.881
C 0.238 0.420 -0.923
N 1.326 -0.596 -0.750
N 1.612 -1.331 -1.690
C 1.495 -1.202 -3.120
O 0.586 -0.391 -3.506
C 1.882 -2.263 -3.862
H 1.288 -2.288 -5.001
H 2.943 -2.162 -4.006
S 2.023 -3.953 -3.203
C 0.268 -3.989 -2.786
N -0.690 -3.159 -2.785
N -1.974 -3.638 -2.543
C -1.660 -4.826 -2.130
N -0.424 -5.156 -2.432
C 0.244 -6.451 -2.120
H 1.052 -6.747 -2.645
H 0.603 -6.456 -1.049
H -0.248 -7.186 -2.031
H -2.426 -5.529 -1.814
H 2.192 -2.222 -1.417
H -0.001 0.884 -1.889
H 1.518 0.222 1.530
H 2.369 0.592 3.313
H 1.978 1.057 4.961
H 0.001 -0.671 5.065
H 1.478 -1.227 4.660
H 0.358 -0.793 3.331

The LUMO energy comes out at -0.5 eV. For the frontier orbital gap, the calculation gives 0.271 Ha. The highest occupied orbital energy comes out at -7.9 eV.


This record from OMol25 describes a 2-piece molecular cluster, C16H20O2 overall in a non-equilibrium geometry. The level of theory is wB97M-V/def2-TZVPD.

Geometry (Å):
C 0.528 -2.896 3.707
C -0.125 -1.642 4.297
C -0.163 -0.429 3.408
C -0.632 -0.503 2.094
C -1.003 0.608 1.360
C -0.743 1.856 1.921
O -1.023 3.030 1.249
C -0.253 2.001 3.205
C 0.133 0.837 3.878
H 1.612 -2.781 3.622
H 0.216 -3.176 2.707
H 0.350 -3.661 4.457
H -1.180 -1.848 4.507
H 0.324 -1.439 5.269
H -0.801 -1.455 1.628
H -1.202 0.659 0.298
H -0.938 2.904 0.295
H -0.006 2.993 3.538
H 0.366 0.972 4.933
C 0.032 -3.587 -3.168
C 0.042 -2.310 -4.035
C 0.155 -1.000 -3.304
C -0.136 0.182 -3.984
C 0.039 1.441 -3.426
C 0.643 1.530 -2.182
O 0.914 2.766 -1.661
C 0.955 0.364 -1.497
C 0.577 -0.873 -1.981
H 0.288 -4.424 -3.808
H -0.939 -3.830 -2.730
H 0.746 -3.516 -2.354
H 0.937 -2.469 -4.588
H -0.775 -2.310 -4.752
H -0.573 0.144 -4.977
H -0.287 2.320 -3.964
H 1.173 2.706 -0.731
H 1.385 0.506 -0.515
H 0.698 -1.757 -1.372

The LUMO energy comes out at 0.8 eV. As for the SMILES: CCc1ccc(O)cc1.CCc1ccc(O)cc1. For the frontier orbital gap, the calculation gives 0.339 Ha. The highest occupied orbital energy comes out at -8.5 eV.


This record from OMol25 describes C16H21AlBrF4N3O3P as an isolated structure in a non-equilibrium geometry. The level of theory is wB97M-V/def2-TZVPD.

Geometry (Å):
C -0.671 4.198 -1.499
C -0.153 2.861 -2.164
O -1.210 1.935 -2.501
C -0.726 0.998 -3.441
O -1.408 0.709 -4.386
C 0.673 0.284 -3.318
C 0.518 -0.939 -2.296
C 1.576 -0.850 -1.094
C 0.942 -1.509 0.175
C 0.581 -2.982 0.105
C 0.021 -3.686 1.255
C -0.238 -2.982 2.572
N -0.735 -3.771 3.609
C -0.873 -2.984 4.705
Br -1.508 -3.895 6.338
C -0.603 -1.518 4.822
P -0.860 -0.570 6.432
O -2.182 -0.844 7.099
N -0.120 -0.791 3.772
C 0.089 -1.540 2.622
C 0.667 -0.815 1.425
C 1.020 0.721 1.519
N 2.460 0.962 1.804
C 2.728 1.082 3.258
H -1.738 4.112 -1.165
H 0.010 4.496 -0.650
H -0.564 5.011 -2.277
H 0.579 2.368 -1.463
H 0.397 3.131 -3.118
H 1.510 0.974 -3.005
H 0.940 -0.057 -4.359
H 0.605 -1.927 -2.837
H -0.497 -0.861 -1.799
H 1.874 0.202 -0.847
H 2.490 -1.432 -1.423
H 0.772 -3.558 -0.831
H -0.199 -4.778 1.153
H -0.869 0.818 6.047
H 0.282 -0.734 7.276
H 0.378 1.151 2.331
H 0.705 1.221 0.557
H 3.010 0.166 1.463
H 3.681 1.657 3.472
H 2.912 0.043 3.687
H 1.878 1.565 3.809
F -2.848 2.011 -7.141
Al -3.652 0.481 -7.427
F -4.600 0.042 -6.020
F -2.454 -0.762 -7.737
F -4.710 0.629 -8.817

The LUMO energy comes out at 0.1 eV. For the frontier orbital gap, the calculation gives 0.280 Ha. The highest occupied orbital energy comes out at -7.5 eV. As for the charge: -1.